[1]
# C5H10O

2 unconnected molecules or ions with the total composition C5H10O (ωB97M-V with the def2-TZVPD basis set, OMol25).

Its total energy is -271.5282 Ha. For the lowest unoccupied orbital energy, the calculation gives 0.00653 hartree. The molar mass comes out at 86.13 u.

```
16
C5H10O (ωB97M-V with the def2-TZVPD basis set)
C -1.396 0.222 1.858
O -0.039 -0.195 1.533
C 0.253 -0.229 0.303
C -0.476 -0.203 -0.953
C 0.840 -0.554 -1.682
C 1.591 -0.370 -0.328
H -2.111 -0.460 1.392
H -1.450 1.246 1.449
H -1.459 0.180 2.943
H -0.133 2.098 0.141
H -1.450 -0.665 -1.114
H -0.531 0.981 -0.823
H 1.134 0.155 -2.460
H 0.897 -1.574 -2.071
H 2.191 -1.204 0.045
H 2.139 0.572 -0.233
```

***

[2]
# C5H10O

A single C5H10O molecule (ωB97M-V with the def2-TZVPD basis set, OMol25).

Its total energy is -271.7442 Ha. For the lowest unoccupied orbital energy, the calculation gives 0.03801 hartree. The molar mass comes out at 86.13 u.

```
16
C5H10O (ωB97M-V with the def2-TZVPD basis set)
O 1.506 -0.614 1.169
C 0.849 -0.813 -0.080
C 0.734 0.517 -0.821
C -0.275 1.249 0.078
C -1.379 0.186 0.199
C -0.621 -1.171 0.191
H 2.050 0.179 1.085
H 1.381 -1.593 -0.641
H 1.701 1.009 -0.985
H 0.289 0.345 -1.812
H -0.619 2.208 -0.316
H 0.158 1.433 1.069
H -2.014 0.316 1.080
H -2.028 0.258 -0.681
H -0.703 -1.712 1.138
H -0.994 -1.827 -0.603
```

***

[3]
# C5H10O

A single C5H10O molecule in a non-equilibrium geometry (ωB97M-V with the def2-TZVPD basis set, OMol25).

Its total energy is -271.6204 Ha. For the lowest unoccupied orbital energy (alpha / beta), the calculation gives 0.03705 / 0.03581 hartree. The molar mass comes out at 86.13 u.

```
16
C5H10O (ωB97M-V with the def2-TZVPD basis set)
C -0.121 -2.500 0.785
C 0.715 -1.256 0.488
C -0.114 -0.026 0.434
O 0.426 1.135 0.741
C 0.043 2.222 0.100
C -0.423 2.104 -1.300
H -0.482 -2.491 1.819
H 0.462 -3.411 0.619
H -0.995 -2.543 0.123
H 1.522 -1.121 1.220
H 1.217 -1.394 -0.487
H -1.093 0.002 -0.029
H 0.382 3.135 0.564
H 0.068 1.201 -1.721
H -0.110 2.985 -1.871
H -1.498 1.959 -1.483
```

***

What did the second record say?
# C5H10O

A single C5H10O molecule (ωB97M-V with the def2-TZVPD basis set, OMol25).

Its total energy is -271.7442 Ha. For the lowest unoccupied orbital energy, the calculation gives 0.03801 hartree. The molar mass comes out at 86.13 u.

```
16
C5H10O (ωB97M-V with the def2-TZVPD basis set)
O 1.506 -0.614 1.169
C 0.849 -0.813 -0.080
C 0.734 0.517 -0.821
C -0.275 1.249 0.078
C -1.379 0.186 0.199
C -0.621 -1.171 0.191
H 2.050 0.179 1.085
H 1.381 -1.593 -0.641
H 1.701 1.009 -0.985
H 0.289 0.345 -1.812
H -0.619 2.208 -0.316
H 0.158 1.433 1.069
H -2.014 0.316 1.080
H -2.028 0.258 -0.681
H -0.703 -1.712 1.138
H -0.994 -1.827 -0.603
```

***

Which formula does entry 2 have?
C5H10O